Molecular formula: C31H35ClN2PtSi2
Method: DFT, ωB97M-V/def2-TZVPD

Calculated values
⟨S²⟩: 6.024
Net charge: +2
Spin multiplicity: 5
DFT total energy, hartree: -2469.59005

Last column: Löwdin spin population.
Cartesian coordinates (Å):
C: -0.67558 1.93677 0.60489  0.16
C: 0.63733 1.49663 0.89126  0.37
C: 1.23674 1.01080 -0.35046  0.18
H: 1.18607 1.65591 1.83730  0.01
C: 0.27455 1.29099 -1.41280  0.35
C: -0.89593 1.80101 -0.80835  0.25
H: -1.80820 2.14714 -1.33063  0.01
H: -1.39305 2.34233 1.34400  0.00
H: 2.30215 0.89857 -0.51397  0.01
H: 0.52068 1.30904 -2.47084  0.01
Pt: 0.40466 -1.00733 -0.33419  1.32
Si: 3.34515 -6.27299 -3.69664  0.00
C: 4.68591 -7.07447 -2.67142  0.00
C: 5.03174 -8.43624 -2.77390  0.00
H: 4.49558 -9.06652 -3.48221  0.00
C: 6.05579 -8.98041 -1.99761  0.00
H: 6.33840 -10.02770 -2.11200  0.00
C: 6.73695 -8.17400 -1.07325  0.00
H: 7.53745 -8.58846 -0.46335  0.00
C: 6.40803 -6.81965 -0.94182  0.00
H: 6.94008 -6.18136 -0.22178  0.00
C: 5.40250 -6.27882 -1.75775  0.00
H: 5.18162 -5.21106 -1.68703  0.00
C: 4.07928 -5.88945 -5.37059  0.00
C: 5.47355 -5.74740 -5.46682  0.00
H: 6.09588 -6.08102 -4.63301  0.00
C: 6.08295 -5.16986 -6.59378  0.00
H: 7.17142 -5.07414 -6.63182  0.00
C: 5.29252 -4.73736 -7.65464  0.00
H: 5.75042 -4.24524 -8.50642  0.00
C: 3.90412 -4.96004 -7.63120  0.00
H: 3.29822 -4.67882 -8.49576  0.00
C: 3.31037 -5.54202 -6.51091  0.00
H: 2.23245 -5.72789 -6.49384  0.00
H: 3.28805 -4.92308 -3.10886  0.00
Si: 2.04563 -2.26012 -1.24376  0.30
C: 2.61749 -1.32111 -2.75748  0.12
C: 3.97776 -1.02810 -2.93876  0.03
H: 4.71307 -1.41772 -2.23270  0.00
C: 4.40560 -0.25035 -4.01946  0.02
H: 5.46893 -0.03355 -4.15575  0.00
C: 3.46984 0.22434 -4.94817  0.05
H: 3.79265 0.81974 -5.80164  0.00
C: 2.11070 -0.08884 -4.80059  0.00
H: 1.38167 0.24969 -5.54637  0.00
C: 1.69528 -0.86349 -3.71143  0.05
H: 0.63672 -1.12144 -3.60539  0.00
C: 3.55045 -2.53081 -0.12295  0.08
C: 4.07481 -1.46873 0.62105  0.03
H: 3.66696 -0.46490 0.47752  0.00
C: 5.09118 -1.68410 1.56827  0.00
H: 5.46315 -0.85713 2.17105  0.00
C: 5.65066 -2.95593 1.72034  0.03
H: 6.46952 -3.12898 2.42033  0.00
C: 5.16811 -4.01732 0.95297  0.01
H: 5.62610 -5.00916 1.05393  0.00
C: 4.10974 -3.80857 0.05903  0.02
H: 3.69274 -4.65187 -0.49948  0.00
H: 1.95932 -6.91182 -3.59056  0.00
Cl: 1.23237 -4.11596 -1.79086  0.11
N: -1.69213 -1.00917 -0.57327  0.18
C: -2.50090 -0.71867 0.65967  0.02
C: -1.76051 -1.13069 1.89865  0.02
N: -0.23936 -1.15398 1.68188  0.20
H: -1.98031 -0.30364 -1.26250  0.01
H: -1.99583 -1.91195 -0.95796  0.01
H: -2.68843 0.36790 0.66275  0.00
H: -3.47357 -1.23052 0.59055  0.00
H: -1.94997 -0.38335 2.68483  0.00
H: -2.05134 -2.13766 2.22577  0.00
H: 0.17433 -0.42304 2.26640  0.01
H: 0.11827 -2.01667 2.09130  0.01